[1]
{"formula": "C37H82CrNO21S8", "method": "ωB97M-V with the def2-TZVPD basis set", "spin_multiplicity": 5, "lumo_ev": [-2.18, -2.21], "total_charge": 1, "s2": 6.007, "e_tot_ha": -7323.2909, "orbital_gap_ev": [6.113, 6.139], "species": ["Cr", "C", "C", "C", "C", "C", "C", "N", "O", "C", "C", "C", "H", "H", "H", "H", "H", "H", "H", "H", "H", "H", "H", "H", "H", "H", "H", "H", "H", "H", "C", "C", "O", "C", "O", "O", "H", "H", "H", "H", "C", "C", "O", "C", "O", "O", "H", "H", "H", "H", "C", "C", "O", "C", "O", "O", "H", "H", "H", "H", "C", "C", "O", "C", "O", "O", "H", "H", "H", "H", "C", "S", "O", "C", "H", "H", "H", "H", "H", "H", "C", "S", "O", "C", "H", "H", "H", "H", "H", "H", "C", "S", "O", "C", "H", "H", "H", "H", "H", "H", "C", "S", "O", "C", "H", "H", "H", "H", "H", "H", "C", "S", "O", "C", "H", "H", "H", "H", "H", "H", "C", "S", "O", "C", "H", "H", "H", "H", "H", "H", "C", "S", "O", "C", "H", "H", "H", "H", "H", "H", "C", "S", "O", "C", "H", "H", "H", "H", "H", "H"], "xyz": [[2.366, 11.758, 22.855], [-0.898, 12.502, 25.941], [-0.476, 11.035, 26.228], [-1.613, 10.274, 26.903], [-2.683, 9.765, 25.949], [-2.026, 8.951, 24.870], [-0.952, 9.756, 24.133], [0.036, 10.306, 25.048], [1.118, 10.915, 24.420], [-1.717, 10.800, 23.304], [-0.324, 8.719, 23.200], [0.651, 11.097, 27.260], [-1.733, 12.858, 26.541], [-1.181, 12.622, 24.895], [-0.019, 13.135, 26.078], [-2.180, 10.862, 27.638], [-1.263, 9.487, 27.582], [-3.243, 10.608, 25.531], [-3.436, 9.237, 26.543], [-2.732, 8.498, 24.162], [-1.658, 8.046, 25.375], [-2.479, 11.347, 23.860], [-2.199, 10.404, 22.412], [-1.002, 11.565, 22.978], [-1.026, 8.460, 22.394], [-0.145, 7.765, 23.703], [0.577, 9.046, 22.684], [0.787, 10.164, 27.807], [0.373, 11.815, 28.047], [1.584, 11.536, 26.904], [2.188, 8.184, 25.936], [1.090, 7.154, 26.160], [1.581, 6.535, 27.386], [2.914, 6.719, 27.493], [3.621, 6.230, 28.300], [3.333, 7.681, 26.609], [1.870, 9.109, 26.422], [2.249, 8.539, 24.903], [1.145, 6.366, 25.409], [0.184, 7.684, 26.414], [-2.018, 6.310, 27.713], [-2.261, 4.920, 28.345], [-2.129, 5.138, 29.752], [-1.819, 6.440, 29.987], [-1.701, 6.909, 31.055], [-1.619, 7.100, 28.810], [-2.973, 6.599, 27.273], [-1.281, 6.133, 26.935], [-1.582, 4.130, 28.036], [-3.265, 4.530, 28.167], [0.401, 3.599, 22.712], [-0.196, 5.011, 22.606], [-0.997, 5.141, 23.777], [-0.959, 3.991, 24.495], [-1.358, 3.848, 25.605], [-0.304, 3.028, 23.812], [1.466, 3.543, 22.929], [0.176, 3.026, 21.815], [-0.873, 5.051, 21.751], [0.556, 5.788, 22.488], [0.667, 15.054, 29.535], [1.565, 16.300, 29.573], [2.136, 16.378, 28.280], [1.866, 15.226, 27.612], [2.273, 15.001, 26.514], [1.036, 14.437, 28.296], [-0.396, 15.279, 29.565], [0.906, 14.404, 30.373], [2.315, 16.208, 30.361], [0.985, 17.177, 29.861], [-5.460, 9.786, 23.902], [-7.229, 9.946, 23.616], [-7.719, 11.049, 24.472], [-7.154, 10.508, 21.909], [-4.996, 9.596, 22.926], [-5.142, 8.931, 24.497], [-4.968, 10.697, 24.242], [-6.289, 10.091, 21.395], [-7.063, 11.598, 21.869], [-8.105, 10.279, 21.433], [-3.669, 6.651, 20.505], [-3.367, 7.720, 19.079], [-3.520, 9.110, 19.599], [-4.793, 7.270, 18.099], [-4.739, 6.479, 20.595], [-3.235, 7.096, 21.396], [-3.172, 5.692, 20.341], [-4.993, 8.123, 17.450], [-5.705, 7.101, 18.675], [-4.576, 6.377, 17.515], [-7.795, 10.094, 29.217], [-6.269, 10.868, 29.847], [-5.956, 10.251, 31.150], [-5.114, 10.115, 28.704], [-7.662, 9.016, 29.191], [-8.020, 10.476, 28.223], [-8.507, 10.424, 29.971], [-5.046, 10.483, 27.673], [-4.918, 9.052, 28.819], [-4.173, 10.621, 28.995], [4.949, 13.706, 25.670], [3.921, 12.284, 25.353], [4.126, 11.635, 23.980], [4.233, 11.117, 26.650], [4.785, 13.975, 26.709], [4.694, 14.520, 25.000], [5.998, 13.447, 25.495], [4.899, 10.301, 26.349], [3.314, 10.634, 26.969], [4.756, 11.635, 27.455], [0.993, 10.069, 19.232], [0.150, 11.236, 20.267], [1.157, 11.921, 21.147], [-0.354, 12.410, 19.020], [1.522, 9.343, 19.847], [1.739, 10.554, 18.591], [0.301, 9.540, 18.578], [-0.807, 11.823, 18.224], [0.575, 12.884, 18.685], [-0.999, 13.210, 19.366], [-4.289, 15.657, 24.741], [-5.561, 14.384, 24.818], [-6.768, 15.094, 25.288], [-4.774, 13.401, 26.120], [-3.936, 15.825, 25.767], [-4.653, 16.621, 24.399], [-3.397, 15.367, 24.179], [-5.279, 12.437, 26.124], [-4.935, 13.927, 27.061], [-3.728, 13.307, 25.839], [5.172, 8.803, 22.812], [3.942, 8.956, 21.525], [2.859, 9.801, 22.131], [4.924, 9.931, 20.367], [6.040, 8.284, 22.399], [4.773, 8.078, 23.526], [5.414, 9.743, 23.298], [4.614, 9.703, 19.349], [5.964, 9.661, 20.527], [4.808, 11.005, 20.516], [2.135, 16.089, 21.920], [2.020, 15.244, 23.497], [2.105, 13.761, 23.250], [0.260, 15.459, 23.809], [1.633, 15.515, 21.140], [3.179, 16.244, 21.664], [1.604, 17.030, 22.066], [-0.180, 15.688, 22.829], [0.019, 16.315, 24.432], [-0.146, 14.496, 24.092]]}

[2]
{"formula": "C6H6BrNO3", "method": "ωB97M-V with the def2-TZVPD basis set", "smiles": "O=C(Br)[C@@H]1C=CC=CN(O)O1", "lumo_ev": 0.34, "e_tot_ha": -3086.5237, "de_lowest_kj_mol": 469.55, "orbital_gap_ev": 8.802, "species": ["O", "C", "Br", "C", "C", "C", "C", "C", "N", "O", "O", "H", "H", "H", "H", "H", "H"], "xyz": [[2.556, -0.004, -0.031], [1.584, 0.261, -0.666], [1.544, 2.260, -1.231], [0.588, -0.610, -1.286], [-0.635, 0.220, -1.541], [-1.177, 0.780, -0.455], [-0.701, 0.579, 0.933], [0.185, -0.314, 1.429], [0.513, -1.573, 1.006], [1.658, -2.009, 1.531], [0.461, -1.738, -0.463], [0.949, -1.019, -2.139], [-1.069, 0.631, -2.440], [-1.902, 1.582, -0.620], [-1.128, 1.419, 1.591], [0.599, -0.074, 2.404], [1.658, -2.948, 1.391]]}

[3]
{"formula": "C4H2O2", "method": "ωB97M-V with the def2-TZVPD basis set", "lumo_ev": [-0.11, -0.11], "e_tot_ha": -303.8168, "de_lowest_kj_mol": 506.82, "orbital_gap_ev": [8.414, 8.412], "species": ["C", "C", "C", "C", "O", "O", "H", "H"], "xyz": [[0.938, -0.184, -1.639], [0.041, -1.109, -1.504], [-1.136, -1.885, -0.148], [0.166, 0.028, -0.357], [-1.773, -2.046, 0.801], [-0.702, -2.285, -1.267], [0.797, -0.351, 0.452], [-0.487, 0.962, -0.073]]}

[4]
{"formula": "C14H14N2O2S2", "method": "ωB97M-V with the def2-TZVPD basis set", "smiles": "COC(=O)c1sccc1NC(=S)Nc1ccc(C)cc1", "lumo_ev": 0.03, "e_tot_ha": -1598.2890, "de_lowest_kj_mol": 0.00, "orbital_gap_ev": 7.974, "species": ["C", "O", "C", "O", "C", "S", "C", "C", "C", "N", "C", "S", "N", "C", "C", "C", "C", "C", "C", "C", "H", "H", "H", "H", "H", "H", "H", "H", "H", "H", "H", "H", "H", "H"], "xyz": [[2.100, -4.089, 2.519], [1.610, -2.758, 2.495], [0.502, -2.554, 1.770], [-0.071, -3.431, 1.152], [0.058, -1.179, 1.805], [0.836, 0.032, 2.767], [-0.315, 1.198, 2.268], [-1.246, 0.705, 1.412], [-1.038, -0.668, 1.122], [-1.820, -1.457, 0.317], [-2.662, -1.076, -0.688], [-3.926, -2.044, -1.117], [-2.473, 0.115, -1.313], [-1.280, 0.833, -1.478], [-1.351, 2.205, -1.698], [-0.196, 2.949, -1.845], [1.054, 2.348, -1.779], [2.311, 3.148, -1.931], [1.114, 0.971, -1.593], [-0.032, 0.215, -1.453], [3.003, -4.068, 3.124], [2.323, -4.430, 1.506], [1.358, -4.759, 2.959], [-0.249, 2.199, 2.648], [-2.064, 1.283, 1.025], [-1.724, -2.459, 0.477], [-3.256, 0.408, -1.882], [-2.318, 2.687, -1.747], [-0.270, 4.014, -2.009], [3.034, 2.874, -1.164], [2.106, 4.213, -1.857], [2.765, 2.952, -2.902], [2.076, 0.481, -1.566], [0.042, -0.856, -1.342]]}

[5]
{"formula": "C7H14O", "method": "ωB97M-V with the def2-TZVPD basis set", "smiles": "C=C(C)C.C=COC", "lumo_ev": 0.97, "e_tot_ha": -350.1868, "de_lowest_kj_mol": 453.39, "orbital_gap_ev": 10.137, "species": ["C", "C", "C", "C", "H", "H", "H", "H", "H", "H", "H", "H", "C", "C", "O", "C", "H", "H", "H", "H", "H", "H"], "xyz": [[1.494, -0.810, 0.199], [0.942, -0.724, -1.005], [-0.200, -1.601, -1.430], [1.437, 0.234, -2.053], [1.166, -1.543, 0.921], [2.355, -0.218, 0.475], [-1.075, -0.993, -1.671], [0.056, -2.164, -2.331], [-0.473, -2.309, -0.649], [2.244, 0.860, -1.675], [1.807, -0.307, -2.927], [0.623, 0.878, -2.395], [-1.965, -0.321, 1.565], [-1.233, 0.101, 2.518], [-0.219, 1.438, 2.204], [-0.335, 2.046, 1.034], [-1.695, 0.360, 0.530], [-2.650, -1.134, 1.443], [-0.823, -0.168, 3.470], [-1.093, 2.847, 0.999], [0.619, 2.276, 0.558], [-0.982, 1.252, 0.222]]}

[6]
{"formula": "C7H8", "method": "ωB97M-V with the def2-TZVPD basis set", "lumo_ev": 0.92, "e_tot_ha": -271.3039, "de_lowest_kj_mol": 597.36, "orbital_gap_ev": 10.994, "species": ["C", "C", "C", "C", "C", "C", "C", "H", "H", "H", "H", "H", "H", "H", "H"], "xyz": [[-0.284, -1.520, -0.108], [-0.569, -0.066, 0.250], [0.223, 0.955, -0.586], [1.668, 0.863, -0.348], [2.851, 0.780, -0.145], [-2.234, 0.189, -0.446], [-2.172, 0.360, 0.804], [-0.533, -1.717, -1.154], [0.776, -1.747, 0.053], [-0.881, -2.191, 0.513], [-0.240, 0.080, 1.288], [0.008, 0.795, -1.647], [-0.124, 1.964, -0.345], [3.902, 0.707, 0.033], [-2.391, 0.547, 1.838]]}

Q: Number 1 is which compound?
A: C37H82CrNO21S8